No. 1
ORCA calculation (ωB97M-V with the def2-TZVPD basis set) on a 3-piece molecular cluster, C5H7NO2 overall at a distorted geometry.

Each line ends with the Mulliken charge.
CARTESIAN COORDINATES (ANGSTROEM)
C1 0.60 -1.76 -0.32  -0.22
C2 1.06 -1.45 0.87  -0.33
C3 2.66 0.88 -0.17  0.77
C4 0.99 -0.41 -0.02  -0.13
C5 -1.93 0.54 -0.67  -0.82
N1 -1.11 0.82 0.55  -0.51
O1 3.27 0.12 -0.80  -0.44
O2 2.31 1.76 0.45  -0.38
H1 0.20 -2.44 -1.03  0.40
H2 1.21 -1.80 1.96  0.30
H3 -1.34 0.36 -1.54  0.26
H4 -2.62 -0.35 -0.59  0.27
H5 -2.63 1.35 -0.74  0.38
H6 -1.66 0.56 1.44  0.24
H7 -0.99 1.80 0.61  0.22

Its SMILES is C1=CC=1.O=C=O.CN. For the energy above the lowest of the compared OMol25 structures with the same formula, charge and spin, the calculation gives 113.7 kcal/mol. The calculation puts the HOMO-LUMO gap at 9.3 eV. The calculated total energy is -399.7844 Ha. The calculation puts the highest occupied orbital energy at -8.39 eV. Its LUMO energy is 0.877 eV.

No. 2
ORCA calculation (ωB97M-V with the def2-TZVPD basis set) on C5H7NO2 as an isolated structure at a distorted geometry.

Each line ends with the Mulliken charge.
CARTESIAN COORDINATES (ANGSTROEM)
C1 0.03 0.40 -1.66  -0.70
C2 1.13 -0.84 -0.66  -0.46
C3 0.50 -0.44 0.76  0.11
C4 -0.73 0.81 -0.41  0.19
C5 -0.30 -0.07 2.07  -0.27
H1 0.81 1.13 -1.73  0.38
H2 -0.43 -0.12 -2.62  0.30
H3 2.15 -0.19 -0.73  0.24
H4 1.25 -2.02 -0.80  0.30
H5 -0.43 -1.07 0.50  0.18
H6 -1.30 -0.12 -0.73  0.23
H7 -0.16 -0.46 3.04  0.45
N1 -1.35 0.72 1.89  -0.28
O1 0.40 0.84 0.43  -0.39
O2 -1.59 1.43 0.64  -0.27

For the energy above the lowest of the compared OMol25 structures with the same formula, charge and spin, the calculation gives 314.2 kcal/mol. The calculation puts the HOMO-LUMO gap at 8.7 eV. The calculated total energy is -399.4648 Ha. The calculation puts the highest occupied orbital energy at -8.66 eV. Its LUMO energy is 0.052 eV.

No. 3
ORCA calculation (ωB97M-V with the def2-TZVPD basis set) on one molecule with the formula C5H7NO2S at a distorted geometry.

Each line ends with the Mulliken charge.
CARTESIAN COORDINATES (ANGSTROEM)
C1 -0.97 1.36 -0.07  0.37
C2 0.34 1.78 -0.13  0.30
C3 1.41 -0.46 -0.13  0.32
C4 -2.33 0.93 -0.17  -0.75
C5 0.52 -2.42 0.38  -0.91
N1 0.36 -1.06 0.10  -0.25
O1 1.44 0.88 -0.38  -0.28
O2 0.81 3.05 0.07  -0.44
S1 3.07 -0.98 -0.05  -0.47
H1 -2.86 1.46 0.60  0.31
H2 -2.22 -0.22 0.09  0.30
H3 -2.78 0.98 -1.18  0.28
H4 0.02 -2.79 1.30  0.23
H5 -0.03 -2.87 -0.52  0.24
H6 1.54 -2.69 0.37  0.37
H7 1.67 3.05 -0.29  0.37

For the energy above the lowest of the compared OMol25 structures with the same formula, charge and spin, the calculation gives 138.7 kcal/mol. The calculation puts the HOMO-LUMO gap (alpha / beta) at 4.7 / 4.3 eV. The calculated total energy is -797.9209 Ha. The calculation puts the highest occupied orbital energy (alpha / beta) at -7.41 / -7.24 eV. Its LUMO energy (alpha / beta) is -2.674 / -2.911 eV.

No. 4
ORCA calculation (ωB97M-V with the def2-TZVPD basis set) on one molecule with the formula C5H7NO3 at a distorted geometry.

Each line ends with the Mulliken charge.
CARTESIAN COORDINATES (ANGSTROEM)
C1 1.67 0.41 -0.74  -1.27
C2 -1.08 0.87 -0.50  0.22
C3 0.37 -0.29 -0.54  1.06
C4 -0.42 0.02 1.40  0.01
C5 0.21 -1.29 0.46  -0.35
O1 -0.69 -0.08 -1.44  -0.47
O2 -0.74 -2.27 0.29  -0.55
N1 -1.88 1.79 -0.75  -0.73
O3 0.24 0.75 2.09  -0.56
H1 -1.30 -2.05 -0.47  0.40
H2 -2.00 2.41 0.05  0.27
H3 -1.45 -0.33 1.52  0.46
H4 1.10 -1.65 0.97  0.45
H5 2.38 -0.27 -1.21  0.36
H6 2.04 0.70 0.25  0.33
H7 1.55 1.29 -1.37  0.37

Its SMILES is [H]/N=C1/O[C@]1(C)[C@H](O)C=O. For the energy above the lowest of the compared OMol25 structures with the same formula, charge and spin, the calculation gives 135.8 kcal/mol. The calculation puts the HOMO-LUMO gap at 8.4 eV. The calculated total energy is -475.0327 Ha. The calculation puts the highest occupied orbital energy at -8.42 eV. Its LUMO energy is 0.029 eV.

No. 5
ORCA calculation (ωB97M-V with the def2-TZVPD basis set) on C5H7NOS as an isolated structure at a distorted geometry.

Each line ends with the Mulliken charge.
CARTESIAN COORDINATES (ANGSTROEM)
C1 -0.64 0.04 -0.17  0.68
C2 -2.99 -0.60 -0.42  -0.68
C3 -1.67 -0.89 -0.41  -0.28
C4 1.07 1.51 0.13  -0.61
C5 1.63 0.18 0.69  -0.06
N1 -0.16 1.09 -0.57  -0.41
O1 0.57 -0.68 0.95  -0.51
S1 2.63 -0.55 -0.69  -0.30
H1 -3.67 -1.38 -0.35  0.35
H2 -3.30 0.44 -0.03  0.24
H3 -1.28 -1.90 -0.65  0.30
H4 0.67 2.10 0.96  0.29
H5 1.81 2.03 -0.48  0.39
H6 2.32 0.36 1.44  0.50
H7 2.98 -1.74 -0.40  0.11

For the energy above the lowest of the compared OMol25 structures with the same formula, charge and spin, the calculation gives 76.3 kcal/mol. The calculation puts the HOMO-LUMO gap at 8.9 eV. The calculated total energy is -722.7964 Ha. The calculation puts the highest occupied orbital energy at -8.88 eV. Its LUMO energy is 0.068 eV.

No. 6
ORCA calculation (ωB97M-V with the def2-TZVPD basis set) on one molecule with the formula C5H7NOS at a distorted geometry.

Each line ends with the Mulliken charge.
CARTESIAN COORDINATES (ANGSTROEM)
C1 -0.30 1.10 1.16  -0.36
C2 -2.05 0.05 1.68  0.03
C3 -0.29 -0.09 0.41  -0.04
C4 0.52 -0.47 -2.05  -1.26
C5 0.71 -0.57 -0.49  0.44
N1 -1.41 1.15 1.88  -0.61
O1 -1.43 -0.69 0.82  -0.37
S1 2.33 0.28 0.00  -0.25
H1 0.32 1.91 0.97  0.55
H2 -3.04 -0.29 2.11  0.32
H3 0.55 0.55 -2.45  0.33
H4 1.37 -0.94 -2.44  0.39
H5 -0.39 -0.81 -2.43  0.39
H6 1.08 -1.85 -0.34  0.29
H7 2.04 0.67 1.19  0.15

Its SMILES is C[C@@H](S)c1cnco1. For the energy above the lowest of the compared OMol25 structures with the same formula, charge and spin, the calculation gives 57.4 kcal/mol. The calculation puts the HOMO-LUMO gap at 9.7 eV. The calculated total energy is -722.8266 Ha. The calculation puts the highest occupied orbital energy at -8.93 eV. Its LUMO energy is 0.733 eV.